1.
Molecular formula: CH4Cl2S
Method: DFT, wB97M-V/def2-TZVPD

Element x y z (Å)
C: 1.21521 0.88242 0.03445
H: -3.04259 0.44479 -0.37830
H: -2.63742 -0.70852 1.13202
H: 1.44645 1.48594 -0.83742
H: 1.43792 1.42042 0.94777
S: -2.09527 -0.44549 -0.06244
Cl: 2.22230 -0.56937 -0.01501
Cl: -0.51472 0.52176 0.01079

Atoms 1-2, force components in eV/Å:
C 2.8 2.2 -0.3
H -1.0 -0.3 -0.1

Results
Relative energy (zero: lowest compared OMol25 entry of this formula, charge and spin) ... 123.5 kcal/mol
DFT total energy ... -36976.367 eV
Gap between HOMO and LUMO ... 0.28555 Ha


2.
Molecular formula: C29H55F2N5O6
Method: DFT, wB97M-V/def2-TZVPD

Element x y z (Å)
C: 3.72844 -1.47157 -7.43334
C: 3.63522 -0.21894 -6.43699
F: 2.96970 -0.52985 -5.23569
C: 3.03050 1.01968 -7.22162
C: 1.55758 1.39787 -6.85700
C: 1.28157 2.83365 -6.67826
C: -0.09999 3.32383 -6.37120
C: -1.14735 2.34214 -6.23745
F: -2.42584 2.80598 -5.93682
C: -0.94447 0.85444 -6.39639
N: -2.06764 0.04784 -6.22386
C: -1.69491 -1.24638 -6.40321
C: -0.33767 -1.75349 -6.76991
N: 0.72758 -0.93210 -6.93367
C: 0.42357 0.41011 -6.71982
H: 3.13391 -2.35018 -7.07578
H: 4.81362 -1.77087 -7.55076
H: 3.37572 -1.21431 -8.47120
H: 4.71465 0.03902 -6.21435
H: 3.67605 1.91209 -6.95146
H: 3.14291 0.91915 -8.34301
H: 2.09508 3.59421 -6.77620
H: -0.29018 4.41745 -6.27388
H: -2.49921 -2.02138 -6.26296
H: -0.19034 -2.85890 -6.88609
C: -0.20577 -6.25507 -0.62613
O: -1.13138 -5.32756 -0.08662
C: -0.50525 -4.22315 0.56955
C: -0.74365 -2.93281 -0.20269
N: 0.00039 -2.92438 -1.46166
C: -0.38397 -1.83661 -2.36266
C: -1.81641 -1.84167 -2.90832
O: -2.09254 -2.91697 -3.79734
C: -2.48897 -4.12458 -3.16604
H: -0.76588 -7.11982 -0.98428
H: 0.33367 -5.82235 -1.47450
H: 0.50496 -6.59094 0.13421
H: 0.56211 -4.39691 0.73950
H: -0.98347 -4.13173 1.55021
H: -0.42464 -2.08280 0.40538
H: -1.82292 -2.84606 -0.37934
H: -0.15342 -3.80410 -1.94168
H: 0.29994 -1.88380 -3.21626
H: -0.19412 -0.88154 -1.86162
H: -1.93251 -0.93024 -3.50342
H: -2.57159 -1.78112 -2.11782
H: -3.03650 -3.94826 -2.23735
H: -1.61977 -4.75986 -2.98191
H: -3.14382 -4.66465 -3.85351
C: 0.18076 4.57520 -1.08009
O: 0.63525 4.44395 0.25706
C: -0.33816 4.83602 1.22412
C: -0.82087 3.62878 2.01789
N: -1.63705 2.74532 1.18811
C: -1.91725 1.44839 1.80580
C: -0.72614 0.52250 2.07438
O: -0.09942 0.03079 0.89612
C: 0.88485 0.89228 0.34473
H: 1.02550 4.38364 -1.74275
H: -0.60056 3.84205 -1.30255
H: -0.19131 5.58531 -1.27280
H: -1.17414 5.37793 0.77076
H: 0.16444 5.52363 1.91216
H: -1.41580 3.97043 2.87024
H: 0.06463 3.10793 2.40162
H: -1.15618 2.58134 0.31076
H: -2.60346 0.92579 1.13211
H: -2.46178 1.61356 2.74144
H: -1.11994 -0.36012 2.58941
H: 0.00725 0.96347 2.75599
H: 1.39991 1.47877 1.10924
H: 0.43750 1.54976 -0.40430
H: 1.62353 0.27330 -0.16940
C: 0.98017 -1.96757 8.45086
O: 0.04980 -1.04523 8.99366
C: 0.66970 0.06372 9.64341
C: 0.41592 1.34944 8.86712
N: 1.15315 1.35778 7.60492
C: 0.75881 2.43632 6.69741
C: -0.67594 2.41649 6.15656
O: -0.94692 1.33320 5.27875
C: -1.33208 0.12838 5.92288
H: 0.42466 -2.83695 8.09760
H: 1.51187 -1.53278 7.59881
H: 1.69710 -2.29641 9.20812
H: 1.73916 -0.10060 9.80811
H: 0.19626 0.15443 10.62620
H: 0.73115 2.20488 9.47169
H: -0.66447 1.42626 8.69685
H: 1.00328 0.47422 7.13097
H: 1.43993 2.38710 5.84255
H: 0.94400 3.39687 7.19035
H: -0.80086 3.32235 5.55447
H: -1.42872 2.47794 6.94952
H: -1.87755 0.30923 6.85205
H: -0.45756 -0.49884 6.10941
H: -1.98541 -0.42270 5.24293

Atoms 1-2, force components in eV/Å:
C 0.3 -0.1 0.2
C 0.9 -0.6 -2.1

Results
Relative energy (zero: lowest compared OMol25 entry of this formula, charge and spin) ... 0.0 kcal/mol
DFT total energy ... -56129.070 eV
SMILES ... C[C@H](F)Cc1ccc(F)c2nccnc12.COCCNCCOC.COCCNCCOC.COCCNCCOC
Gap between HOMO and LUMO ... 0.29114 Ha


3.
Molecular formula: C5H8O
Method: DFT, wB97M-V/def2-TZVPD

Element x y z (Å)
C: 1.10602 0.49364 -0.58761
C: 0.25050 0.92759 0.60130
C: -1.15997 0.46141 0.19814
C: -0.78576 -1.00401 -0.17598
C: 0.73342 -0.85069 0.03216
O: 0.77448 -0.21602 1.34065
H: 0.80219 0.70535 -1.61676
H: 2.16663 0.68880 -0.41400
H: 0.37586 1.88418 1.11002
H: -1.87074 0.54240 1.02418
H: -1.54169 1.02954 -0.65649
H: -1.24079 -1.72076 0.51627
H: -1.05500 -1.29381 -1.19543
H: 1.45706 -1.63794 -0.16529

Atoms 1-2, force components in eV/Å:
C 0.0 0.1 -0.2
C -0.1 0.4 0.0

Results
Relative energy (zero: lowest compared OMol25 entry of this formula, charge and spin) ... 36.3 kcal/mol
DFT total energy ... -7360.682 eV
Gap between HOMO and LUMO ... 0.39975 Ha


4.
Molecular formula: C33H28N2O10PReS
Method: DFT, wB97M-V/def2-TZVPD

Element x y z (Å)
Re: 0.81849 0.90459 -0.39704
O: 0.69732 1.59468 3.75354
S: 0.08717 1.15225 2.54475
O: 1.17919 0.63630 1.59639
O: -0.74919 2.06722 1.79656
C: -0.90993 -0.27293 2.81454
C: -1.08455 -0.73831 4.10330
C: -2.05259 -1.70320 4.35375
C: -2.87059 -2.13370 3.32414
C: -2.67941 -1.66262 2.03083
C: -1.65580 -0.76583 1.73781
P: -1.42231 -0.21014 0.01085
C: -1.51489 -1.66036 -1.08202
C: -1.73602 -2.97113 -0.67345
C: -1.72480 -4.00598 -1.60159
C: -1.46419 -3.74831 -2.93684
C: -1.19339 -2.44881 -3.34560
C: -1.20951 -1.41569 -2.42571
C: -2.90251 0.79825 -0.30409
C: -3.48763 1.50873 0.74423
C: -4.59968 2.30245 0.51376
C: -5.14004 2.39768 -0.75997
C: -4.56695 1.68950 -1.80495
C: -3.45581 0.89281 -1.58119
H: -0.49386 -0.31208 4.90288
H: -2.19771 -2.07345 5.35929
H: -3.67469 -2.82956 3.52268
H: -3.36056 -1.97735 1.25226
H: -1.89185 -3.21361 0.36541
H: -1.92082 -5.01767 -1.26994
H: -1.45763 -4.55622 -3.65668
H: -0.96058 -2.23987 -4.38121
H: -0.95745 -0.41459 -2.75120
H: -3.07741 1.45250 1.74218
H: -5.04245 2.84717 1.33690
H: -6.00827 3.01857 -0.93605
H: -4.98300 1.75430 -2.80119
H: -3.03864 0.34797 -2.41327
C: 2.88842 3.42056 1.67211
C: 1.82548 3.79591 0.70748
N: 1.14635 2.99623 -0.10484
C: 0.27363 3.78052 -0.81663
C: 0.41854 5.07635 -0.44618
N: 1.39860 5.05705 0.51154
C: -0.23017 6.35484 -0.84234
O: -1.16105 6.28359 -1.77486
O: 0.11081 7.37384 -0.30626
C: -0.57132 3.08007 -1.78693
O: -1.35266 3.61119 -2.53637
O: -0.35916 1.76780 -1.72528
H: 2.60154 2.52809 2.22239
H: 3.05629 4.23123 2.37822
H: 3.82029 3.21979 1.14315
H: 1.72141 5.89264 0.98073
H: -1.31024 5.37169 -2.11099
C: 1.54301 -5.92101 -0.87893
O: 2.83269 -5.39345 -0.58259
C: 2.97151 -4.06891 -0.50373
C: 4.28020 -3.61874 -0.21235
C: 4.52311 -2.28511 -0.13277
C: 3.49068 -1.32968 -0.31605
C: 3.76669 0.06169 -0.30630
C: 5.16338 0.58970 -0.20388
O: 2.85573 0.93095 -0.39957
C: 2.18214 -1.79858 -0.58050
O: 1.14520 -0.99889 -0.76714
C: 1.93663 -3.16995 -0.68749
H: 1.66152 -6.99909 -0.90317
H: 1.19165 -5.56496 -1.84923
H: 0.82696 -5.64515 -0.10206
H: 5.05750 -4.35585 -0.07121
H: 5.52686 -1.94330 0.07777
H: 5.81913 0.10935 -0.92845
H: 5.56336 0.38705 0.79162
H: 5.15904 1.66232 -0.37615
H: 0.92882 -3.48338 -0.91678

Atoms 1-2, force components in eV/Å:
Re 0.0 -0.9 -0.1
O -0.1 -0.1 0.2

Results
Net charge ... +1
Relative energy (zero: lowest compared OMol25 entry of this formula, charge and spin) ... 10.7 kcal/mol
2S+1 ... 2
DFT total energy ... -80382.253 eV
Gap between HOMO and LUMO (spin up / spin down) ... 0.26662 / 0.27266 Ha


- Which of these has the lowest relative energy (zero: lowest compared OMol25 entry of this formula, charge and spin)?
  C29H55F2N5O6


- Which value of DFT total energy does entry 3 give?
  -7360.682 eV


- Which value of relative energy (zero: lowest compared OMol25 entry of this formula, charge and spin) does entry 3 give?
  36.3 kcal/mol